*i*
C20H22N2O5S | ωB97M-V with the def2-TZVPD basis set

Its LUMO energy is 0.0196 Ha. The orbital gap is 0.3366 Eh. As for the structure (SMILES): CCN(Cc1ccccc1)C(=O)CCS(=O)(=O)c1ccc2c(c1)NC(=O)CO2.

Each line ends with the Löwdin charge.
CARTESIAN COORDINATES (ANGSTROEM)
1 C 0.92720 2.19308 -2.55321  -0.0612
2 C 1.05792 1.58803 -1.15898  -0.1875
3 N 1.55857 0.22358 -1.20256  -0.0553
4 C 2.99833 0.09118 -1.21303  -0.1039
5 C 3.62915 0.44916 0.11528  -0.2081
6 C 3.03020 0.07868 1.31297  -0.0240
7 C 3.62973 0.40591 2.51737  -0.0681
8 C 4.82804 1.09885 2.53919  -0.0908
9 C 5.42864 1.46866 1.34789  -0.0867
10 C 4.82927 1.14818 0.14273  -0.0487
11 C 0.66661 -0.78229 -1.20618  -0.4596
12 O -0.53730 -0.57596 -1.24788  0.0417
13 C 1.19760 -2.21187 -1.16352  -0.1301
14 C 0.04494 -3.12686 -0.81108  -0.1895
15 S -0.59398 -2.64375 0.84408  0.7277
16 O -0.89512 -3.86804 1.54095  -0.3102
17 O 0.35995 -1.75930 1.46809  -0.3162
18 C -2.13559 -1.76043 0.61336  -0.2936
19 C -3.21635 -2.41453 0.05750  -0.0542
20 C -4.40330 -1.72751 -0.13055  0.0251
21 C -4.49829 -0.39235 0.24053  -0.1963
22 C -3.40253 0.24763 0.83601  -0.1432
23 C -2.21754 -0.44480 1.01955  0.0038
24 N -3.55558 1.56492 1.26787  0.1655
25 C -4.63437 2.32948 0.96984  -0.4484
26 O -4.77980 3.45434 1.38685  0.0853
27 C -5.61384 1.66926 0.00555  -0.0639
28 O -5.68076 0.25803 0.06640  -0.0016
29 H 1.88906 2.22278 -3.06040  0.0664
30 H 0.54511 3.20746 -2.48061  0.0748
31 H 0.23584 1.60098 -3.14714  0.0766
32 H 0.07488 1.55888 -0.68454  0.1170
33 H 1.73872 2.17933 -0.54160  0.1257
34 H 3.27662 -0.92784 -1.48722  0.1255
35 H 3.39609 0.75596 -1.98865  0.1245
36 H 2.09577 -0.46282 1.31460  0.0826
37 H 3.15494 0.11199 3.44114  0.1064
38 H 5.29316 1.35125 3.48055  0.1007
39 H 6.36280 2.01079 1.35571  0.1014
40 H 5.29988 1.44126 -0.78575  0.1094
41 H 1.96529 -2.30060 -0.39511  0.1147
42 H 1.61981 -2.48145 -2.13567  0.1339
43 H 0.34286 -4.16735 -0.72296  0.1061
44 H -0.78542 -3.01622 -1.50221  0.1037
45 H -3.12810 -3.45375 -0.21495  0.1195
46 H -5.26837 -2.20559 -0.56055  0.1241
47 H -1.35587 0.01904 1.47213  0.1232
48 H -2.82645 1.97126 1.83974  0.1679
49 H -5.32667 1.98623 -1.01067  0.1466
50 H -6.62174 2.03715 0.20912  0.1413

*ii*
C20H22N2O5S | ωB97M-V with the def2-TZVPD basis set

Its LUMO energy is -0.0001 Ha. The orbital gap is 0.2832 Eh.

Each line ends with the Löwdin charge.
CARTESIAN COORDINATES (ANGSTROEM)
1 C 2.13021 4.06607 -1.86491  -0.1816
2 H 2.61349 4.75301 -2.49297  0.0781
3 H 1.10012 3.81370 -2.08058  0.0972
4 H 2.73377 3.07857 -2.14147  0.1387
5 O 2.57299 4.38807 -0.66617  -0.0710
6 C 1.93497 3.66619 0.40248  -0.0272
7 C 1.20523 2.57500 0.11806  0.0564
8 C 0.96114 1.53803 1.28411  0.0119
9 C 1.16412 1.98376 2.61078  0.0386
10 C 1.71268 3.17058 2.79000  -0.4271
11 C 2.13357 3.97513 1.99380  0.0026
12 O 2.92971 5.18264 1.99705  0.0162
13 C 3.36412 5.71277 2.92408  -0.3026
14 H 2.33391 5.93483 3.81603  0.1676
15 H 3.89571 6.58231 2.82798  0.0745
16 H 3.83551 5.16616 3.62628  0.0468
17 O 1.90239 3.68327 3.96987  -0.0894
18 C 1.44844 2.90671 5.16335  -0.0446
19 H 1.96888 1.68573 5.24134  0.1656
20 H 0.30656 2.74708 5.23682  0.1026
21 H 1.87812 3.35018 6.11723  0.0870
22 H 0.59704 1.48585 3.48458  0.1440
23 C 0.08528 0.30393 1.12646  -0.5645
24 O -0.37798 -0.29240 2.01165  -0.0355
25 N 0.15795 -0.19929 -0.13095  0.0784
26 C -0.66332 -1.23107 -0.49620  -0.4185
27 N -0.85702 -1.58835 -1.87382  -0.0501
28 C -1.57148 -2.96808 -1.56163  -0.1397
29 C -1.85905 -3.18730 -0.39914  -0.3663
30 C -2.52427 -4.50032 -0.19443  -0.2751
31 C -2.83034 -5.33386 -1.14672  0.0133
32 C -2.47432 -4.85272 -2.55187  0.0078
33 C -1.99547 -3.65850 -2.77605  -0.0871
34 O -1.62974 -3.08945 -4.15684  -0.1394
35 C -2.06217 -3.85171 -5.20915  -0.1323
36 H -1.69248 -4.97371 -5.01168  0.1420
37 H -3.03520 -4.14243 -5.19446  0.0399
38 H -2.00913 -3.21127 -6.01773  0.0815
39 H -2.94971 -5.44180 -3.31169  0.0986
40 H -3.41550 -6.11070 -0.93418  0.0759
41 C -2.85870 -4.91670 1.15932  -0.0487
42 H -1.91780 -4.85004 1.91886  0.1429
43 H -3.19243 -5.80421 1.29401  0.0122
44 H -3.26841 -4.10831 1.68030  0.0619
45 S -1.10398 -2.16079 0.90931  1.2040
46 C -0.54097 -1.03536 -3.01170  -0.1293
47 H 0.13988 -1.53534 -3.61529  0.0704
48 H -1.43200 -0.72488 -3.68258  0.1330
49 H 0.05192 -0.11779 -2.49049  0.1493
50 H 1.10371 2.13678 -0.69107  -0.0085

*iii*
C20H22N2O5S | ωB97M-V with the def2-TZVPD basis set

Its LUMO energy is 0.0195 Ha. The orbital gap is 0.3405 Eh. As for the structure (SMILES): CCC(=O)N1CCc2cc(S(=O)(=O)N[C@@H](Cc3ccccc3)C(=O)O)ccc21.

Each line ends with the Löwdin charge.
CARTESIAN COORDINATES (ANGSTROEM)
1 C 4.44598 4.70266 3.66960  -0.0802
2 C 3.02865 4.31679 4.09940  -0.1550
3 C 2.22978 3.87690 2.88786  -0.4370
4 O 1.59646 4.67022 2.22555  0.0797
5 N 2.29803 2.54806 2.56195  0.0308
6 C 2.99243 1.52445 3.34494  -0.1062
7 C 2.88242 0.22117 2.53520  -0.0744
8 C 1.97873 0.59818 1.40206  -0.1378
9 C 1.47192 -0.19612 0.39961  0.0118
10 C 0.64633 0.39951 -0.54300  -0.2702
11 S -0.12279 -0.57218 -1.81706  0.7042
12 O -0.49279 0.27497 -2.90825  -0.2718
13 O 0.69191 -1.73546 -2.11596  -0.2867
14 N -1.53744 -1.06145 -1.06550  -0.0554
15 C -1.85655 -2.43438 -0.69942  -0.2383
16 C -1.91995 -3.39622 -1.90792  -0.0915
17 C -3.03032 -2.97551 -2.82895  -0.2340
18 C -4.32136 -3.45328 -2.63841  -0.0424
19 C -5.35450 -3.03156 -3.45600  -0.0831
20 C -5.10941 -2.11939 -4.46889  -0.0913
21 C -3.82715 -1.63431 -4.66169  -0.0726
22 C -2.79154 -2.06001 -3.84720  -0.0443
23 C -0.89334 -2.97894 0.37016  -0.5120
24 O -1.28581 -3.26067 1.46936  0.1210
25 O 0.36407 -3.16624 0.00900  0.0971
26 C 0.34509 1.74775 -0.49534  -0.0425
27 C 0.86063 2.55403 0.50747  0.0331
28 C 1.67580 1.96339 1.46359  -0.1262
29 H 5.00995 5.06582 4.52523  0.0748
30 H 4.97763 3.85607 3.24046  0.0663
31 H 4.40239 5.49130 2.92271  0.0825
32 H 2.53221 5.20144 4.50106  0.1204
33 H 3.05515 3.55010 4.87210  0.0999
34 H 4.03372 1.80940 3.50468  0.1159
35 H 2.50608 1.41846 4.32001  0.1284
36 H 2.46136 -0.59277 3.12505  0.1252
37 H 3.85402 -0.10617 2.16132  0.1240
38 H 1.71029 -1.24512 0.34618  0.1163
39 H -2.31211 -0.59938 -1.51659  0.1153
40 H -2.84257 -2.40230 -0.21951  0.1615
41 H -0.96661 -3.37808 -2.43745  0.1130
42 H -2.09933 -4.40547 -1.53102  0.1352
43 H -4.51460 -4.16430 -1.84760  0.1150
44 H -6.35244 -3.41515 -3.30234  0.1022
45 H -5.91587 -1.78961 -5.10690  0.1007
46 H -3.62894 -0.92215 -5.44860  0.1057
47 H -1.79328 -1.67612 -4.00117  0.1002
48 H 0.57109 -2.78312 -0.88711  0.0527
49 H -0.28951 2.15889 -1.26332  0.1143
50 H 0.63609 3.60590 0.55063  0.1058

Most stable structure, least stable structure: *iii*, *ii*.

*i*
C4H13N3 | ωB97M-V with the def2-TZVPD basis set

Its LUMO energy is 0.0380 Ha. The orbital gap is 0.3149 Eh.

Each line ends with the Löwdin charge.
CARTESIAN COORDINATES (ANGSTROEM)
1 C -1.59802 0.71296 -0.83962  -0.1637
2 C -2.02975 -1.12852 0.70268  -0.1775
3 C 1.92792 -1.16888 0.12978  -0.0642
4 C 1.70347 1.30405 -0.35803  -0.0734
5 N 0.11179 0.11107 0.98194  0.0283
6 N -1.14409 -0.49386 -0.18331  -0.1882
7 N 1.36766 0.14987 0.47455  -0.3249
8 H -0.99065 0.96096 -1.74412  0.0654
9 H -2.67211 0.66874 -1.12859  0.0856
10 H -1.35032 1.59818 -0.21396  0.0610
11 H -2.47717 -0.36920 1.34328  0.0792
12 H -2.82304 -1.53521 0.12988  0.0610
13 H -1.51486 -2.03281 1.03809  0.0844
14 H 2.97414 -1.05114 -0.08510  0.0657
15 H 1.77003 -1.96382 0.93731  0.1124
16 H 1.49813 -1.47817 -0.74252  0.0337
17 H 2.59114 0.98124 -0.91149  0.0763
18 H 0.96980 1.60050 -1.15188  0.0709
19 H 1.87570 2.07851 0.40940  0.0886
20 H -0.18978 1.05552 1.21173  0.0795

*ii*
C4H13N3 | ωB97M-V with the def2-TZVPD basis set

Its LUMO energy is 0.0398 Ha. The orbital gap is 0.3582 Eh. As for the structure (SMILES): CCCCN(N)N.

Each line ends with the Löwdin charge.
CARTESIAN COORDINATES (ANGSTROEM)
1 C 1.24215 1.07398 -1.48665  -0.1386
2 C 0.00503 1.33855 -0.63038  -0.2261
3 C -1.26119 0.25202 -0.61030  -0.1605
4 C -1.39007 -0.84004 0.43856  -0.1751
5 N -0.14206 -1.29659 1.23617  -0.3023
6 N 0.06594 -0.44051 2.33226  -0.0043
7 N 1.03246 -1.40511 0.45068  0.0301
8 H 0.98067 0.51336 -2.38289  0.0718
9 H 1.98498 0.50753 -0.93095  0.0505
10 H 1.69865 2.01803 -1.78024  0.0710
11 H -0.49784 2.20919 -1.05977  0.0857
12 H 0.27793 1.67404 0.36867  0.0817
13 H -2.14974 0.87899 -0.53537  0.0916
14 H -1.22337 -0.17734 -1.61810  0.0923
15 H -2.07511 -0.55093 1.23288  0.0956
16 H -1.75681 -1.75586 -0.03273  0.0988
17 H 0.47408 -0.99176 3.08026  0.0681
18 H 0.68878 0.33908 2.12046  0.0583
19 H 0.86178 -0.95007 -0.46076  0.0353
20 H 1.18373 -2.39656 0.26820  0.0759

Most stable structure, least stable structure: *ii*, *i*.

*i*
C4H13N3 | ωB97M-V with the def2-TZVPD basis set

Its LUMO energy is 0.0385 Ha. The orbital gap is 0.3674 Eh. As for the structure (SMILES): C[C@@H](CN)NCN.

Each line ends with the Löwdin charge.
CARTESIAN COORDINATES (ANGSTROEM)
1 C 0.05755 -1.49198 -0.92570  -0.0683
2 C 0.32989 -0.10692 -0.37707  -0.4091
3 C 1.13302 0.80724 -1.32125  -0.2402
4 N 2.28306 1.45722 -0.69687  -0.0132
5 N -0.87417 0.65053 0.05949  -0.0384
6 C -1.83788 -0.09460 0.84814  -0.3181
7 N -1.41068 -0.15222 2.26121  0.0073
8 H 1.01003 -1.89731 -1.24303  0.0771
9 H -0.60554 -1.50177 -1.79881  0.0910
10 H -0.39941 -2.12785 -0.17549  0.0626
11 H 0.96479 -0.24860 0.51668  0.1175
12 H 1.52024 0.23026 -2.16346  0.1033
13 H 0.47520 1.60499 -1.62677  0.1064
14 H 2.08903 2.39340 -0.37487  0.0566
15 H 2.76254 0.92248 0.01509  0.0585
16 H -0.53290 1.35910 0.70218  0.1063
17 H -2.76146 0.46907 0.81808  0.0985
18 H -2.04958 -1.08953 0.44379  0.0965
19 H -1.75400 -0.94362 2.78884  0.0583
20 H -0.39976 -0.23989 2.24980  0.0471

*ii*
C4H13N3 | ωB97M-V with the def2-TZVPD basis set

Its LUMO energy is 0.0397 Ha. The orbital gap is 0.3425 Eh. As for the structure (SMILES): C[C@H](CN)NCN.

Each line ends with the Löwdin charge.
CARTESIAN COORDINATES (ANGSTROEM)
1 C 0.53404 -1.36591 0.19582  -0.0516
2 C 0.32012 0.01920 -0.44186  -0.4285
3 C 1.58731 0.90532 -0.33929  -0.2664
4 N 2.42098 0.73681 -1.53341  -0.0056
5 N -0.82454 0.73226 0.08551  -0.0576
6 C -2.11990 0.03413 0.06658  -0.3205
7 N -2.64772 -0.26072 1.34281  0.0164
8 H 1.58781 -1.62604 0.13008  0.0662
9 H 0.28810 -1.25649 1.24879  0.0748
10 H -0.03561 -2.12037 -0.33156  0.0684
11 H 0.25317 0.03939 -1.53740  0.1310
12 H 2.11455 0.58451 0.57840  0.1046
13 H 1.37454 1.95733 -0.20048  0.1056
14 H 3.20439 1.36854 -1.45685  0.0603
15 H 2.76652 -0.20954 -1.59656  0.0602
16 H -0.57274 0.97605 1.03927  0.1010
17 H -1.94447 -0.80671 -0.61506  0.1085
18 H -2.83242 0.73562 -0.37377  0.1088
19 H -3.34807 0.34504 1.72227  0.0632
20 H -2.12607 -0.78840 2.01672  0.0610

Most stable structure, least stable structure: *i*, *ii*.